# 1
ORCA calculation (ωB97M-V/def2-TZVPD) on a structure of composition Ag2Cl2O12Pb2S at a distorted geometry.

As for the HOMO-LUMO gap (spin up / spin down): 3.24 / 3.25 eV. The charge is +4. Its multiplicity is 3. As for the calculated total energy: -2898.40387 Eh.

Atoms and positions in Å:
Pb1 7.48234 8.44458 7.14807
Pb2 5.09881 9.72216 12.11233
Ag1 8.44535 9.74077 13.63586
Ag2 4.83973 3.87336 10.86277
Cl1 7.85838 7.51360 10.09087
O1 9.26218 7.22797 10.63065
O2 8.37980 8.66386 9.08018
O3 7.39958 6.33734 9.25965
O4 6.85821 7.81902 11.22074
Cl2 4.26220 7.20714 8.32342
O5 3.72455 6.95017 9.49585
O6 4.97578 6.15048 7.57526
O7 3.16531 7.74437 7.56707
O8 5.33985 8.28057 8.27983
S1 7.79285 11.67772 11.39240
O9 6.57622 11.02878 10.71010
O10 3.37069 10.61088 10.01852
O11 8.89820 11.15663 10.71618
O12 7.50316 12.89316 12.17897

***

# 2
ORCA calculation (ωB97M-V/def2-TZVPD) on a structure of composition C5H8N2O at a distorted geometry.

As for the HOMO-LUMO gap: 10.12 eV. As for the calculated total energy: -379.80198 Eh. The energy above the lowest of the compared OMol25 structures with the same formula, charge and spin comes out at 179.6 kcal per mole.

Atoms and positions in Å:
C1 -1.74765 -0.78134 0.63481
C2 -1.07072 -0.13638 -0.64430
C3 0.59946 0.72215 0.11245
C4 2.25551 0.77646 0.36799
C5 0.47320 -0.42127 -0.74452
H1 -2.65894 -0.22832 1.03362
H2 -1.98365 -1.81451 0.87980
H3 -1.27703 -0.61379 1.63752
H4 -1.47405 -0.42229 -1.71219
H5 -0.59783 1.88879 -1.33479
H6 0.30684 0.16179 1.16736
H7 2.72774 1.53236 1.00769
H8 0.80996 -0.32480 -1.72884
N1 -0.66245 1.31910 -0.36901
N2 2.58965 -0.38687 0.16520
O1 1.70997 -1.27106 -0.47278

***

# 3
ORCA calculation (ωB97M-V/def2-TZVPD) on a cluster of 2 separate species, C6H17NO in total at a distorted geometry.

As for the HOMO-LUMO gap: 9.16 eV. As for the calculated total energy: -368.75833 Eh. The energy above the lowest of the compared OMol25 structures with the same formula, charge and spin comes out at 26.7 kcal per mole. As for the SMILES: CNCCC(C)C.O.

Atoms and positions in Å:
C1 1.63710 -0.08859 1.95042
N1 0.37710 0.26793 2.61693
C2 -0.55289 1.00857 1.73522
C3 -1.17894 0.16979 0.60153
C4 -0.55168 0.36497 -0.78753
C5 -1.22772 1.54107 -1.51642
C6 -0.80550 -0.90812 -1.62856
H1 1.87030 0.50050 1.04685
H2 1.68359 -1.08642 1.49304
H3 2.47454 0.07550 2.62929
H4 -0.06833 -0.62517 2.79224
H5 0.07205 1.81252 1.32885
H6 -1.28593 1.47650 2.39236
H7 -1.06905 -0.86059 0.92690
H8 -2.24119 0.42613 0.54838
H9 0.50421 0.61124 -0.66637
H10 -0.97994 1.45799 -2.56878
H11 -0.95186 2.52628 -1.12464
H12 -2.31772 1.45023 -1.42779
H13 0.16129 -1.26459 -1.98283
H14 -1.34001 -0.70640 -2.56208
H15 -1.26239 -1.75174 -1.10348
O1 2.04555 -1.93596 -1.33434
H16 1.99517 -2.66090 -1.97460
H17 3.01225 -1.80074 -1.38460

***

# 4
ORCA calculation (ωB97M-V/def2-TZVPD) on an isolated molecule of C5H10N2 at a distorted geometry.

As for the HOMO-LUMO gap: 9.85 eV. As for the calculated total energy: -305.86180 Eh. The energy above the lowest of the compared OMol25 structures with the same formula, charge and spin comes out at 101.7 kcal per mole. As for the SMILES: C[C@]12C[C@H]1CN2N.

Atoms and positions in Å:
C1 1.57054 -1.54905 0.29312
C2 0.44664 -0.15834 0.03362
C3 0.71394 1.03342 -0.79485
C4 0.31999 1.18040 0.66261
C5 -1.21258 1.02596 0.93002
N1 -0.98167 -0.41565 0.38992
N2 -1.77410 -0.99267 -0.69487
H1 1.49506 -1.99535 -0.58411
H2 1.08463 -2.11480 1.04537
H3 2.47461 -1.26533 0.54995
H4 -0.09104 1.20731 -1.50501
H5 1.69322 1.41752 -1.04422
H6 1.06744 1.66730 1.31049
H7 -1.51270 1.08355 1.95394
H8 -1.77450 1.67763 0.20861
H9 -2.20841 -0.26485 -1.24330
H10 -2.56369 -1.52705 -0.29138